{
  "formula": "C3H14NO2S2",
  "method": "ωB97M-V with the def2-TZVPD basis set",
  "symbols": ["N", "C", "C", "S", "S", "C", "H", "H", "H", "H", "H", "H", "H", "H", "H", "H", "H", "H", "O", "H", "H", "O"],
  "xyz": [[0.19, 0.25, -2.42], [0.43, 1.34, -1.39], [-0.33, 1.09, -0.06], [0.46, 0.02, 1.21], [2.24, -0.73, 0.78], [2.83, -0.83, 2.47], [-0.47, -0.48, -2.11], [1.09, -0.15, -2.67], [-0.22, 0.67, -3.27], [0.12, 2.32, -1.75], [1.50, 1.40, -1.21], [-0.59, 2.05, 0.37], [-1.19, 0.45, -0.26], [3.48, -1.71, 2.62], [2.05, -1.01, 3.21], [3.38, 0.06, 2.77], [-2.30, -1.89, -1.65], [-1.92, -2.62, -2.90], [-1.69, -1.82, -2.41], [-3.11, 0.39, 2.11], [-2.64, 0.44, 3.60], [-3.30, 0.76, 2.97]],
  "fmax_ev_per_a": 2.2,
  "orbital_gap_ev": [9.02, 5.70],
  "lumo_energy_ev": [-7.7877, -11.1155],
  "spin_multiplicity": 2,
  "molar_mass_g_mol": 160.28,
  "total_energy_ev": -30575.359,
  "charge": 2
}